1.
Molecular formula: C30H44BF5IrN2OP2
Method: DFT, wB97M-V/def2-TZVPD

Output
Net charge = +2
E = -72518.4333 eV
Orbital gap (spin up / spin down) = 5.751 / 4.162 eV
Multiplicity = 2
Molecular weight = 808.66 u
E_LUMO (spin up / spin down) = -7.34 / -8.92 eV
E_HOMO (spin up / spin down) = -13.088 / -13.084 eV
Energy above the lowest of the compared OMol25 structures with the same formula, charge and spin = 77.0 kJ/mol

Each line ends with the Löwdin charge.
Element x y z (Å)
Ir1 -0.2148 -0.5375 0.5107  0.990
C1 -4.6740 -0.9451 -1.3794  -0.056
C2 -3.4667 -1.5345 -0.6391  -0.642
C3 -3.7747 -1.5413 0.8599  -0.083
C4 -3.2087 -2.9904 -1.0565  -0.068
P1 -1.9419 -0.4912 -0.9967  1.087
C5 -2.5329 1.2663 -0.9219  -0.206
N1 -1.3365 2.0152 -0.6227  -0.009
B1 -0.3154 1.4448 0.1681  -0.658
N2 0.8011 2.3078 0.1335  -0.002
C6 2.0636 1.9231 0.7110  -0.211
P2 2.2412 0.1002 0.3298  1.120
C7 2.7342 -0.7889 1.9187  -0.680
C8 4.2278 -0.7990 2.2445  -0.066
C9 2.2508 -2.2399 1.7606  -0.093
C10 1.9765 -0.1362 3.0816  -0.083
C11 3.5561 -0.0114 -1.0000  -0.670
C12 4.8171 0.7660 -0.6098  -0.058
C13 3.8734 -1.4882 -1.2658  -0.073
C14 2.9824 0.5979 -2.2783  -0.075
C15 0.4755 3.3943 -0.7015  -0.149
C16 1.2342 4.4747 -1.1139  -0.002
C17 0.6446 5.3803 -1.9882  -0.064
C18 -0.6671 5.2174 -2.4226  -0.063
C19 -1.4346 4.1338 -2.0121  -0.002
C20 -0.8476 3.2202 -1.1562  -0.161
C21 -1.2619 -0.7366 -2.7054  -0.653
C22 -0.3552 -1.9793 -2.6899  -0.078
C23 -2.3598 -0.8825 -3.7626  -0.060
C24 -0.4400 0.5029 -3.0555  -0.076
H1 -5.5289 -1.5875 -1.1585  0.109
H2 -4.5518 -0.9284 -2.4574  0.069
H3 -4.9307 0.0562 -1.0359  0.087
H4 -4.7161 -2.0752 0.9991  0.109
H5 -3.8961 -0.5410 1.2772  0.088
H6 -3.0063 -2.0706 1.4194  0.063
H7 -4.0243 -3.6100 -0.6800  0.104
H8 -2.2823 -3.3796 -0.6278  0.086
H9 -3.1741 -3.1194 -2.1352  0.073
H10 -3.2779 1.3364 -0.1239  0.108
H11 -3.0126 1.5759 -1.8517  0.115
H12 2.0575 2.0414 1.7928  0.092
H13 2.8837 2.5213 0.3189  0.096
H14 4.8276 -1.2609 1.4649  0.072
H15 4.3771 -1.3823 3.1562  0.106
H16 4.6094 0.2045 2.4355  0.095
H17 2.6911 -2.7349 0.8954  0.079
H18 1.1599 -2.3163 1.6569  0.036
H19 2.5160 -2.8131 2.6514  0.107
H20 2.4440 0.7884 3.4155  0.093
H21 1.9683 -0.8251 3.9298  0.106
H22 0.9341 0.0965 2.8276  0.052
H23 5.2447 0.4596 0.3394  0.063
H24 4.6533 1.8424 -0.5889  0.083
H25 5.5663 0.5759 -1.3811  0.108
H26 4.3851 -1.9678 -0.4331  0.072
H27 4.5334 -1.5522 -2.1324  0.105
H28 2.9710 -2.0589 -1.4987  0.078
H29 2.6540 1.6329 -2.1511  0.089
H30 2.1574 0.0080 -2.6547  0.055
H31 3.7648 0.5930 -3.0398  0.109
H32 2.2496 4.6222 -0.7681  0.116
H33 1.2153 6.2299 -2.3358  0.114
H34 -1.0989 5.9516 -3.0881  0.114
H35 -2.4591 4.0232 -2.3441  0.118
H36 -0.9063 -2.8997 -2.5088  0.073
H37 0.4306 -1.8924 -1.9310  0.044
H38 0.1347 -2.0718 -3.6610  0.105
H39 -2.9203 -1.8088 -3.6705  0.074
H40 -1.8756 -0.8910 -4.7413  0.108
H41 -3.0563 -0.0439 -3.7566  0.087
H42 0.2839 0.7455 -2.2895  0.041
H43 -1.0645 1.3806 -3.2224  0.093
H44 0.0932 0.2986 -3.9865  0.112
F1 -1.8649 -1.8395 7.0787  0.228
C25 -1.7722 -1.4631 5.8424  -0.085
C26 -2.0371 -0.1276 5.5064  -0.119
F2 -2.3575 0.7213 6.4535  0.192
C27 -1.9449 0.2648 4.1966  -0.108
F3 -2.1670 1.5069 3.8486  0.192
C28 -1.5918 -0.6668 3.1729  -0.250
O1 -1.5842 -0.2841 1.9557  -0.170
C29 -1.2931 -2.0055 3.5650  -0.132
F4 -0.9279 -2.8583 2.6187  0.125
C30 -1.3911 -2.4047 4.8657  -0.120
F5 -1.1391 -3.6399 5.2291  0.189



2.
Molecular formula: C30H44BN9O4PSr
Method: DFT, wB97M-V/def2-TZVPD

Output
Net charge = -1
E = -64226.9825 eV
Orbital gap (spin up / spin down) = 2.541 / 2.544 eV
Molecular weight = 724.15 u
E_LUMO (spin up / spin down) = 2.00 / 2.00 eV
E_HOMO (spin up / spin down) = -0.543 / -0.544 eV
Energy above the lowest of the compared OMol25 structures with the same formula, charge and spin = 370.7 kJ/mol

Each line ends with the Löwdin charge.
Element x y z (Å)
Sr1 0.4011 -1.5166 0.9265  1.565
N1 1.8938 -0.0687 3.7592  0.106
C1 0.9328 -0.8760 4.3477  -0.458
N2 0.6170 -0.7858 5.6615  0.108
C2 -0.2264 -1.7535 6.0946  -0.538
N3 -0.4586 -1.9099 7.4156  0.092
N4 -0.8770 -2.5983 5.3142  0.118
C3 -0.5894 -2.4724 3.9807  -0.415
N5 0.2779 -1.6266 3.4129  -0.052
C4 -1.3295 -3.3125 3.1375  -0.314
C5 -2.4675 -4.0116 3.6250  -0.074
C6 -3.1405 -4.9001 2.8066  -0.176
C7 -2.9701 -4.7482 1.4390  -0.175
C8 -1.8517 -3.9818 0.9832  -0.247
N6 -1.1102 -3.2264 1.7786  -0.180
H1 2.1591 0.7692 4.2054  0.062
H2 1.8586 0.0729 2.7285  0.068
H3 0.1400 -1.5011 8.1697  0.097
H4 -1.1404 -2.5467 7.7904  0.077
H5 -2.6229 -4.0338 4.7114  0.082
H6 -3.8986 -5.5438 3.2535  0.077
H7 -3.5931 -5.2817 0.7265  0.053
H8 -1.5973 -3.9253 -0.0689  0.072
O1 0.5007 0.7505 0.1526  -0.009
O2 1.6276 -1.4372 -1.1470  -0.463
P1 2.4084 -1.4964 -2.4248  0.588
N7 2.7220 -3.1078 -2.8274  -0.194
C9 1.7949 -4.1668 -2.5587  -0.212
C10 2.4754 -5.5267 -2.9340  -0.137
C11 3.9888 -5.1563 -3.0672  -0.153
C12 3.9411 -3.6649 -3.4334  -0.208
N8 3.8363 -0.6891 -2.0751  -0.229
C13 5.0848 -0.7580 -2.9726  -0.181
C14 5.6319 0.6782 -2.8164  -0.195
C15 5.1954 1.1397 -1.4223  -0.291
C16 3.9831 0.3530 -1.2063  -0.287
N9 1.5619 -0.7241 -3.6012  -0.224
C17 0.0832 -0.7550 -3.5895  -0.190
C18 -0.3835 -0.0353 -4.8862  -0.169
C19 0.7940 -0.1206 -5.8537  -0.151
C20 2.0431 -0.6536 -4.9856  -0.179
H9 0.8507 -3.9852 -3.0423  0.095
H10 1.5677 -4.1599 -1.4543  0.117
H11 2.0267 -5.9402 -3.8225  0.093
H12 2.1972 -6.1938 -2.1367  0.094
H13 4.5927 -5.7592 -3.7549  0.101
H14 4.4874 -5.3035 -2.0842  0.115
H15 3.9357 -3.5839 -4.5464  0.111
H16 4.8092 -3.0816 -3.0596  0.083
H17 4.8706 -1.0105 -4.0315  0.095
H18 5.7610 -1.5248 -2.5767  0.092
H19 5.0675 1.2929 -3.5748  0.111
H20 6.7294 0.7281 -2.9575  0.102
H21 4.9026 2.2153 -1.4073  0.092
H22 5.9507 0.9648 -0.6402  0.079
H23 3.1667 0.5834 -0.5312  0.001
H24 1.1598 1.2457 -0.2824  0.060
H25 -0.2723 -0.3199 -2.6286  0.109
H26 -0.2802 -1.7945 -3.5796  0.102
H27 -0.7239 0.9829 -4.5977  0.111
H28 -1.2763 -0.5638 -5.2480  0.102
H29 1.1022 0.8555 -6.2991  0.106
H30 0.6503 -0.8025 -6.6890  0.090
H31 2.9026 0.0665 -4.9418  0.107
H32 2.3682 -1.6646 -5.3852  0.110
C21 -4.5902 5.1201 3.8909  -0.080
C22 -4.4426 5.6764 2.4494  -0.581
C23 -3.8031 7.0566 2.6584  -0.060
C24 -5.8881 6.0157 2.1011  -0.073
C25 -3.7516 4.6685 1.5981  -0.159
C26 -3.6474 5.0801 0.2376  -0.027
C27 -3.0754 4.2335 -0.6909  0.022
C28 -2.3449 3.1229 -0.1849  -0.213
O3 -1.3225 2.3983 -0.7977  0.108
B1 -0.5636 1.6408 0.2826  -0.434
O4 -1.5346 1.7196 1.4791  0.091
C29 -2.4205 2.8489 1.1511  -0.162
C30 -3.2647 3.4207 2.1113  0.093
H33 -4.9691 5.8414 4.6041  0.079
H34 -3.5877 4.7697 4.1434  0.075
H35 -5.2873 4.2812 3.9531  0.091
H36 -4.4296 7.6371 3.3489  0.081
H37 -3.6820 7.6147 1.7469  0.067
H38 -2.8111 6.9357 3.1574  0.102
H39 -6.3561 6.7073 2.8675  0.106
H40 -6.4391 5.0978 1.9990  0.082
H41 -5.8717 6.5251 1.1377  0.072
H42 -3.9633 6.1208 0.1077  0.111
H43 -2.9774 4.3430 -1.7821  0.124
H44 -3.2189 3.0255 3.1513  0.142



3.
Molecular formula: C30H44Cl2NPV
Method: DFT, wB97M-V/def2-TZVPD

Output
Net charge = -1
E = -93335.7500 eV
Orbital gap (spin up / spin down) = 5.302 / 5.501 eV
Multiplicity = 3
Molecular weight = 571.51 u
E_LUMO (spin up / spin down) = 2.62 / 2.59 eV
E_HOMO (spin up / spin down) = -2.686 / -2.911 eV

Each line ends with the Löwdin charge.
Element x y z (Å)
P1 -0.2900 1.1657 -1.5379  1.059
C1 -1.9190 0.3153 -1.6789  -0.430
C2 -2.5585 1.0980 -2.8374  -0.250
C3 -3.9863 0.6059 -3.0727  -0.218
C4 -4.1141 -0.9131 -3.1864  -0.208
C5 -3.4195 -1.6866 -2.0608  -0.205
C6 -1.9780 -1.2299 -1.8052  -0.187
C7 1.1507 0.2086 -2.0682  -0.457
C8 1.0996 0.5166 -3.5686  -0.263
C9 2.4535 0.0938 -4.1429  -0.223
C10 2.8350 -1.3521 -3.8128  -0.205
C11 2.6518 -1.7495 -2.3368  -0.201
C12 1.3062 -1.2978 -1.7566  -0.185
C13 -0.2139 2.9525 -1.1572  -0.475
C14 -1.3103 3.3748 -0.1627  -0.229
C15 -1.2854 4.8985 -0.0047  -0.205
C16 0.0871 5.4673 0.3917  -0.206
C17 1.2530 4.8278 -0.3706  -0.211
C18 1.1373 3.3124 -0.5127  -0.229
H1 -2.4806 0.5397 -0.7467  0.099
H2 -1.9550 0.9918 -3.7521  0.102
H3 -2.5721 2.1732 -2.5951  0.094
H4 -4.3835 1.0854 -3.9674  0.097
H5 -4.6187 0.9738 -2.2626  0.107
H6 -5.1683 -1.2074 -3.2515  0.102
H7 -3.6491 -1.2107 -4.1303  0.106
H8 -3.9889 -1.6113 -1.1303  0.111
H9 -3.4210 -2.7508 -2.2996  0.102
H10 -1.6032 -1.6759 -0.8686  0.107
H11 -1.3495 -1.5980 -2.6366  0.097
H12 2.0540 0.7033 -1.6540  0.110
H13 3.2115 0.7753 -3.7480  0.105
H14 0.9206 1.5894 -3.7454  0.096
H15 0.2801 -0.0378 -4.0452  0.107
H16 2.4533 0.2634 -5.2199  0.095
H17 3.8686 -1.5478 -4.1279  0.101
H18 2.1988 -2.0044 -4.4214  0.105
H19 2.7559 -2.8347 -2.2349  0.106
H20 3.4599 -1.3316 -1.7283  0.109
H21 1.2465 -1.4583 -0.6683  0.096
H22 0.5111 -1.8854 -2.2379  0.091
H23 -0.3469 3.5220 -2.1137  0.109
H24 -2.3139 3.0382 -0.4568  0.102
H25 -1.0661 2.8691 0.7855  0.059
H26 -1.5753 5.3240 -0.9748  0.105
H27 -2.0478 5.2193 0.7126  0.104
H28 0.2365 5.3285 1.4725  0.110
H29 0.0857 6.5479 0.2066  0.098
H30 2.1999 5.0892 0.1086  0.102
H31 1.2921 5.2468 -1.3822  0.105
H32 1.9940 2.9051 -1.0641  0.102
H33 1.1214 2.8201 0.4725  0.064
V1 0.0083 -0.6407 3.0999  0.121
Cl1 1.5007 0.4627 1.8580  0.021
Cl2 -1.5862 0.7032 2.3508  -0.008
C19 -0.6036 -2.2599 2.2150  -0.260
H34 -1.4875 -2.2428 1.5126  0.015
C20 0.2299 -3.3832 1.8698  -0.363
C21 1.6674 -3.3332 1.7999  -0.084
C22 2.3858 -4.5194 1.7302  -0.134
C23 1.7502 -5.7654 1.6527  -0.143
C24 0.3512 -5.8016 1.5315  -0.134
C25 -0.3812 -4.6346 1.5496  -0.087
H35 2.1897 -2.3691 1.8259  0.063
H36 3.4790 -4.4916 1.7717  0.090
H37 -0.1553 -6.7534 1.4556  0.083
H38 -1.4585 -4.6756 1.4135  0.097
H39 2.3274 -6.6807 1.6848  0.074
C26 1.2322 0.1082 7.5011  -0.094
C27 1.3633 1.1616 6.6063  -0.075
C28 0.9500 1.0097 5.2882  -0.112
N1 0.3664 -0.1579 4.8768  -0.156
C29 0.2387 -1.2073 5.7353  -0.116
C30 0.6566 -1.0774 7.0441  -0.078
H40 1.5737 0.2050 8.5302  0.098
H41 1.7817 2.1074 6.9132  0.098
H42 1.0660 1.7900 4.5338  0.099
H43 -0.2299 -2.1076 5.3198  0.112
H44 0.5346 -1.9061 7.7164  0.096